Below is a 2-piece molecular cluster, C12H16N2O overall in a non-equilibrium geometry, with properties calculated with wB97M-V/def2-TZVPD.

For the lowest unoccupied orbital energy, the calculation gives 0.689 eV. Its energy above the lowest of the compared OMol25 structures with the same formula, charge and spin is 117.3 kJ/mol. The calculated total energy comes out at -651.5989 a.u. The calculation puts the HOMO-LUMO gap at 0.3270 Eh. The value obtained for the HOMO energy is -8.21 eV. The value obtained for the molar mass is 204.27 Da.

The geometry in XYZ format:
```
31
Properties=species:S:1:pos:R:3:lowdin_charge:R:1
C -3.084 0.946 1.099 -0.04
C -1.868 1.254 0.268 -0.25
C -1.359 2.480 -0.063 -0.06
N -0.398 2.323 -1.054 0.07
C -0.421 1.023 -1.495 -0.20
C 0.077 0.314 -2.615 -0.03
C -0.064 -1.036 -2.659 -0.11
C -0.663 -1.784 -1.609 -0.10
C -1.487 -1.097 -0.742 -0.03
C -1.252 0.302 -0.596 -0.17
H -3.891 0.824 0.396 0.08
H -3.183 1.454 2.061 0.08
H -2.921 -0.056 1.552 0.07
H -1.510 3.452 0.373 0.12
H 0.000 3.093 -1.549 0.14
H 0.464 0.770 -3.518 0.11
H 0.059 -1.586 -3.578 0.10
H -0.542 -2.853 -1.527 0.10
H -2.202 -1.577 -0.089 0.11
C 2.262 -2.001 0.453 -0.08
C 1.477 -1.163 1.469 -0.16
C 2.392 -0.080 1.982 -0.55
N 1.962 1.230 1.792 0.16
O 3.493 -0.274 2.461 0.04
H 2.690 -2.943 0.784 0.07
H 2.907 -1.254 -0.020 0.09
H 1.649 -2.484 -0.331 0.05
H 0.553 -0.803 1.009 0.08
H 1.232 -1.800 2.326 0.12
H 2.577 1.970 2.053 0.09
H 1.050 1.355 1.369 0.07
```

Below is one molecule with the formula C14H24N6O3 in a non-equilibrium geometry, with properties calculated with wB97M-V/def2-TZVPD.

For the lowest unoccupied orbital energy, the calculation gives 0.278 eV. The calculated total energy comes out at -1102.1038 a.u. The calculation puts the HOMO-LUMO gap at 0.3295 Eh. The value obtained for the HOMO energy is -8.69 eV. The value obtained for the molar mass is 324.38 Da.

The geometry in XYZ format:
```
47
Properties=species:S:1:pos:R:3:lowdin_charge:R:1
C 4.728 2.422 2.624 -0.09
C 3.870 2.489 1.361 -0.44
C 2.465 2.973 1.713 -0.08
C 3.866 1.117 0.678 -0.17
C 3.093 1.052 -0.647 -0.18
N 1.688 0.786 -0.478 0.06
C 1.162 -0.448 -0.464 -0.40
N 1.946 -1.474 -0.795 0.16
C 1.407 -2.686 -0.816 -0.30
N 2.222 -3.689 -1.151 0.18
C 0.027 -2.899 -0.485 -0.03
N -0.546 -4.155 -0.510 -0.34
O 0.135 -5.134 -0.838 0.02
O -1.734 -4.295 -0.204 0.03
C -0.716 -1.714 -0.147 -0.24
N -2.000 -1.766 0.215 0.08
C -2.788 -0.584 0.425 -0.13
C -3.351 -0.033 -0.900 -0.32
C -4.161 1.261 -0.683 -0.13
C -5.479 0.985 -1.410 -0.15
C -5.551 -0.539 -1.337 -0.20
O -4.221 -0.974 -1.510 -0.10
N -0.131 -0.519 -0.146 0.17
H 4.792 3.399 3.097 0.07
H 5.736 2.089 2.388 0.07
H 4.295 1.724 3.337 0.08
H 4.324 3.214 0.674 0.13
H 1.904 3.239 0.820 0.07
H 2.522 3.859 2.342 0.08
H 1.922 2.203 2.257 0.09
H 3.448 0.370 1.356 0.12
H 4.902 0.836 0.480 0.11
H 3.482 0.230 -1.250 0.11
H 3.209 1.989 -1.198 0.12
H 1.082 1.513 -0.133 0.12
H 3.175 -3.466 -1.375 0.11
H 1.842 -4.627 -1.191 0.08
H -2.469 -2.661 0.086 0.12
H -3.612 -0.840 1.095 0.13
H -2.151 0.177 0.880 0.12
H -2.510 0.114 -1.587 0.15
H -3.643 2.132 -1.076 0.11
H -4.338 1.414 0.382 0.11
H -6.333 1.468 -0.941 0.11
H -5.415 1.302 -2.451 0.11
H -6.152 -0.992 -2.126 0.12
H -5.941 -0.862 -0.360 0.12
```

Below is a 4-piece molecular cluster, C5H17NO5 overall in a non-equilibrium geometry, with properties calculated with wB97M-V/def2-TZVPD.

For the lowest unoccupied orbital energy, the calculation gives 0.528 eV. Its energy above the lowest of the compared OMol25 structures with the same formula, charge and spin is 229.6 kJ/mol. The calculated total energy comes out at -631.6101 a.u. The calculation puts the HOMO-LUMO gap at 0.3852 Eh. The value obtained for the HOMO energy is -9.95 eV. The value obtained for the molar mass is 171.19 Da.

The geometry in XYZ format:
```
28
Properties=species:S:1:pos:R:3:lowdin_charge:R:1
N 1.717 0.054 1.658 0.02
C 1.122 -0.039 0.312 -0.32
C 0.898 1.437 -0.172 -0.17
O -0.258 1.677 -0.982 -0.09
C -0.118 -0.907 0.498 -0.18
C -0.178 -2.274 -0.180 -0.14
C -0.135 -2.165 -1.694 -0.26
O -0.571 -1.219 -2.281 0.08
H 1.533 -0.761 2.229 0.08
H 2.730 0.112 1.610 0.09
H 1.875 -0.462 -0.356 0.14
H 0.890 2.100 0.716 0.11
H 1.685 1.893 -0.768 0.11
H -0.935 1.022 -0.813 0.07
H -0.970 -0.299 0.169 0.10
H -0.454 -1.062 1.520 0.07
H -1.133 -2.828 0.064 0.14
H 0.493 -3.044 0.169 0.10
H 0.239 -3.103 -2.194 0.13
O -2.201 -0.857 2.212 -0.08
H -1.787 -0.130 2.712 0.02
H -3.059 -0.410 2.201 0.06
O -0.609 1.577 3.259 -0.06
H -0.639 2.389 2.752 0.04
H 0.108 1.088 2.813 0.01
O 0.607 1.778 -3.549 -0.08
H 0.254 1.940 -2.648 -0.01
H 1.510 1.483 -3.446 0.01
```